1.
Formula: C28H33AsBaF6N5O7P3S
Source: OMol25
Level of theory: ωB97M-V/def2-TZVPD

Each line ends with the Löwdin spin population.
Element x y z (Å)
Ba 0.93 0.94 -0.40  0.00
As -2.43 -1.31 -0.62  0.00
S 0.47 -2.79 1.93  0.72
P 2.88 -2.01 -2.24  0.00
P 0.11 3.96 -1.06  0.00
P 3.45 3.04 -1.10  0.00
F 3.96 -2.85 -1.31  0.00
F 4.02 -0.93 -2.60  0.00
F 1.73 -3.05 -1.78  0.00
F 1.79 -1.14 -3.03  0.00
F 3.23 -2.89 -3.51  0.00
F 2.56 -1.12 -0.87  0.00
O 2.72 2.00 -2.22  0.00
O -0.10 3.22 0.24  0.00
O 2.96 2.67 0.41  0.00
O -0.23 3.20 -2.31  0.00
O -0.99 -0.59 -0.99  0.00
O -0.60 5.40 -0.98  0.00
O 3.96 1.64 0.00  0.00
N 1.95 4.61 -2.84  0.00
N 2.91 -2.39 1.35  0.01
N 2.44 -1.21 1.90  0.14
N 2.10 -4.41 0.55  0.01
N 1.30 1.13 2.56  0.00
C -1.39 -3.91 -1.09  0.00
C -4.56 -0.15 0.97  0.00
C 2.60 0.94 2.82  0.00
C -5.07 0.47 2.10  0.00
C 4.73 -0.35 2.17  0.01
C -2.70 -3.74 0.94  0.01
C 0.72 2.23 3.03  0.00
C -2.89 0.45 3.12  0.00
C -1.70 -5.84 0.32  0.00
C 2.74 2.98 4.05  0.00
C -4.24 0.77 3.17  0.00
C 3.24 -0.28 2.25  0.01
C -5.29 -0.81 -4.27  0.00
C -4.76 -1.93 -2.22  0.00
C -2.37 -0.17 1.99  0.00
C -2.46 -5.08 1.20  0.01
C 3.35 1.84 3.56  0.00
C 1.92 4.36 -1.34  0.00
C -1.16 -5.26 -0.82  0.00
C 1.40 3.18 3.79  0.00
C -4.14 -0.04 -4.16  0.00
C 2.37 5.60 -0.59  0.00
C -3.61 -1.15 -2.11  0.00
C -3.30 -0.20 -3.07  0.00
C -3.21 -0.47 0.92  0.00
C -2.16 -3.16 -0.21  0.01
C -5.60 -1.76 -3.31  0.00
C 1.93 -3.27 1.20  0.06
H 5.08 -1.19 1.58  0.00
H 5.11 0.57 1.72  0.00
H -0.95 -3.45 -1.96  0.00
H -5.20 -0.37 0.13  0.00
H -2.40 0.39 -2.98  0.00
H -3.90 0.69 -4.92  0.00
H 3.29 1.27 -2.49  0.00
H -6.49 -2.37 -3.40  0.00
H -3.29 -3.15 1.62  0.00
H -1.53 -6.89 0.52  0.00
H -4.65 1.25 4.05  0.00
H 1.20 3.96 -3.22  0.00
H 1.27 -4.96 0.34  0.01
H -0.58 -5.85 -1.52  0.00
H 4.40 1.66 3.74  0.00
H 2.30 5.41 0.48  0.00
H 1.75 6.47 -0.81  0.00
H 3.42 5.85 -0.80  0.00
H 3.30 3.70 4.63  0.00
H -1.31 -0.40 1.95  0.00
H 3.72 -2.40 0.73  0.00
H -2.24 0.68 3.95  0.00
H 1.72 5.57 -3.10  0.00
H -0.32 2.38 2.77  0.00
H 0.88 4.06 4.14  0.00
H -1.06 5.51 -0.13  0.00
H -5.95 -0.68 -5.12  0.00
H -2.88 -5.54 2.09  0.00
H 5.14 -0.45 3.18  0.00
H -6.12 0.72 2.14  0.00
H 2.86 4.37 -3.25  0.00
H 2.87 -4.49 -0.10  0.00
H -4.99 -2.68 -1.47  0.00

Properties
Multiplicity = 2
Orbital gap (alpha / beta) = 7.79 / 5.30 eV
Expectation value of S² = 0.754
HOMO level (alpha / beta) = -10.57 / -10.57 eV
Lowest unoccupied orbital energy (alpha / beta) = -2.8 / -5.3 eV
Total charge = +1
Relative energy (zero: lowest compared OMol25 entry of this formula, charge and spin) = 530.80 kJ/mol
Electronic energy = -167897.9266 eV
Largest force on an atom = 0.7 eV/Å

2.
Formula: C28H33BF5N5O7S2
Source: OMol25
Level of theory: ωB97M-V/def2-TZVPD

Each line ends with the Mulliken charge.
Element x y z (Å)
S 0.86 -1.55 1.31  0.14
S 2.33 -3.69 2.92  -0.15
F -4.76 -0.75 1.25  -0.35
F -7.40 1.39 -0.08  -0.24
F -7.03 1.39 2.39  -0.25
F -4.88 0.71 -0.64  -0.30
F -7.27 -0.63 1.16  -0.27
O -0.75 6.46 1.89  -0.53
O -2.08 3.23 -2.18  -0.55
O -0.54 1.97 5.18  -0.47
O -2.06 2.09 2.86  -0.43
O -4.92 6.17 -0.98  -0.44
O 5.83 -2.65 -6.35  -0.65
O -0.82 4.57 5.51  -0.52
N 5.14 -4.46 -7.49  -0.40
N -4.75 3.21 1.65  0.08
N 4.68 -2.39 -8.27  -0.40
N -2.38 4.59 3.06  -0.32
N 2.69 -3.49 0.07  0.12
C -0.88 -2.02 1.85  -0.60
C -1.44 3.38 3.09  -0.15
C -5.27 3.69 0.34  -0.49
C 3.96 -0.98 -0.18  0.04
C -1.59 -0.60 2.37  -0.52
C -2.22 2.29 -1.20  -0.13
C 4.83 -7.21 0.03  -0.34
C 4.66 0.15 -1.16  -0.55
C -2.02 2.87 0.34  -0.53
C -6.27 6.43 -0.08  -0.52
C 3.79 -4.50 0.31  0.09
C -6.69 0.76 1.10  0.60
C 6.27 -6.83 0.72  -0.35
C 3.64 -6.09 -0.17  -0.42
C 4.74 -0.17 -2.77  -0.40
C -4.93 5.44 0.40  0.34
C -5.03 0.68 0.83  0.67
C 3.33 -2.39 -0.73  0.36
C 3.45 -2.66 -2.38  -0.49
C -1.61 5.60 2.49  0.68
C 4.17 -1.58 -3.41  -0.15
C 5.25 -3.14 -7.31  0.69
C 6.45 -5.28 1.24  -0.48
C -2.58 1.85 1.52  1.03
C -4.21 1.80 1.68  -0.92
C -1.89 0.38 1.09  -1.05
C 2.04 -3.00 1.35  -0.13
C 5.25 -4.14 1.04  0.06
B -0.91 3.34 4.69  0.60
H -2.60 -0.81 2.96  0.27
H 4.26 -1.81 -4.56  0.15
H -2.52 1.20 -1.49  0.26
H -0.79 -0.16 3.15  0.22
H 4.69 -8.32 -0.36  0.26
H 4.20 -2.77 -9.06  0.16
H 3.90 -0.76 0.98  0.31
H -4.19 5.85 1.33  0.07
H -0.30 5.22 4.94  0.32
H 5.08 1.16 -0.71  0.28
H -0.10 2.03 6.08  0.28
H -2.49 3.96 0.41  0.18
H 2.64 -6.41 -0.69  0.29
H -6.29 7.49 0.44  0.25
H 7.15 -7.63 0.84  0.28
H 3.02 -3.67 -2.83  0.26
H 5.26 0.66 -3.45  0.26
H -4.39 1.46 2.81  0.45
H -0.43 3.58 2.49  0.22
H -2.45 -0.16 0.22  0.26
H 7.49 -5.01 1.75  0.25
H 5.55 -5.06 -6.79  0.23
H -7.09 5.99 -0.79  0.29
H 4.67 -4.88 -8.28  0.16
H -6.45 3.74 0.28  0.44
H 5.46 -3.03 1.42  0.22
H 4.75 -1.38 -8.17  0.22
H -0.85 -2.72 2.82  0.39
H -0.82 0.69 0.65  0.48
H -5.37 3.43 2.45  0.36
H -1.55 -2.48 1.01  0.32
H -4.75 3.29 -0.63  0.13
H -0.84 3.05 0.41  0.49

Properties
Multiplicity = 1
SMILES string = O=C=N[C@H](O[C@@](CC=O)(CCCSC(=S)N(c1ccccc1)c1ccccc1)[C@@H](NC[C@@H]1CO1)C(F)(F)C(F)(F)F)B(O)O.NC(N)=O
Orbital gap = 7.16 eV
HOMO level = -7.84 eV
Lowest unoccupied orbital energy = -0.7 eV
Electronic energy = -87259.5217 eV
Largest force on an atom = 11.0 eV/Å

3.
Formula: C28H33BN7O5PbS8
Source: OMol25
Level of theory: ωB97M-V/def2-TZVPD

Each line ends with the Mulliken charge.
Element x y z (Å)
Pb -0.16 0.05 -0.26  1.23
S -2.67 -1.13 0.15  -0.05
S -2.66 3.53 -4.45  -0.05
S -0.42 1.41 -2.84  -0.28
S -0.56 1.64 2.11  -0.48
S -2.27 -0.73 -3.82  0.11
S 0.48 -6.31 2.45  1.12
S -4.61 -1.91 -5.23  -0.29
S -4.05 1.01 -5.20  -0.13
O 0.88 -7.68 2.50  -0.72
O -0.48 -5.77 3.37  -0.66
O 2.83 -1.22 0.77  -0.74
O 0.84 -2.11 0.25  -0.48
O 4.76 5.24 1.18  -0.68
N -1.39 -0.62 3.50  0.55
N -3.46 0.40 2.29  0.12
N 2.88 4.61 2.25  -0.26
N -3.94 1.27 0.35  0.36
N 1.86 -5.45 2.63  -0.27
N 2.22 1.67 -0.67  0.22
N 0.76 -0.26 3.55  0.29
C -1.06 -4.99 0.60  -0.21
C -0.10 -5.97 0.82  0.16
C 2.06 0.33 3.28  -0.76
C -4.11 1.60 2.51  -0.46
C -1.47 -4.73 -0.70  -0.56
C -0.93 -5.43 -1.77  0.76
C 0.44 -6.69 -0.24  -0.66
C -1.37 -5.11 -3.18  -1.37
C -2.71 1.78 -4.37  0.04
C -0.81 -1.63 4.23  -1.01
C 3.56 3.43 0.23  0.52
C 3.16 1.43 -1.58  -0.45
C 3.79 4.51 1.24  0.30
C 1.85 -3.99 2.39  -0.17
C 0.02 -6.41 -1.53  -0.74
C -4.01 1.46 -1.09  -0.71
C 4.53 3.19 -0.73  -0.27
C -4.41 2.15 1.32  -0.54
C -3.70 -0.62 -4.77  0.04
C 2.05 -2.18 0.66  0.36
C 2.42 2.65 0.20  -0.10
C -3.38 0.20 0.96  -0.88
C -1.18 3.80 -5.46  -0.74
C -0.43 0.22 3.09  -0.18
C -1.84 0.97 -3.72  -0.36
C 4.33 2.18 -1.65  -0.78
C 0.52 -1.41 4.27  -0.53
C 2.52 -3.57 1.08  -0.34
B -2.98 -0.57 3.40  0.41
H 1.17 -7.47 -0.04  0.40
H -1.07 -5.89 -3.88  0.38
H -4.30 0.53 -1.57  0.36
H 5.43 3.80 -0.73  0.47
H 2.63 -5.94 2.20  0.34
H 2.79 -0.16 3.94  0.31
H -4.75 2.23 -1.30  0.30
H -3.36 -1.69 3.17  -0.18
H -1.39 -2.43 4.64  0.53
H 2.03 1.39 3.50  0.32
H 2.36 -3.52 3.23  0.33
H 1.32 -1.98 4.72  0.59
H 2.97 0.61 -2.27  0.47
H 3.00 5.36 2.91  0.22
H 2.04 4.06 2.29  0.17
H -4.88 3.08 1.07  0.41
H 0.82 -3.64 2.41  -0.18
H 3.60 -3.55 1.20  0.27
H -1.09 4.87 -5.59  0.33
H 1.60 2.79 0.91  -0.23
H -3.40 -0.13 4.46  -0.22
H -3.05 1.77 -1.49  0.19
H 2.25 -4.27 0.29  0.27
H -1.48 -4.43 1.44  0.55
H -2.21 -3.96 -0.87  0.43
H 0.44 -6.97 -2.36  0.34
H -1.30 3.31 -6.43  0.26
H -2.46 -4.99 -3.24  0.37
H -0.31 3.41 -4.94  0.18
H 2.36 0.15 2.25  0.26
H -0.93 -4.17 -3.51  0.22
H 5.07 1.96 -2.41  0.40
H -4.28 1.96 3.51  0.47

Properties
Multiplicity = 1
Orbital gap = 6.97 eV
HOMO level = -4.82 eV
Lowest unoccupied orbital energy = 2.2 eV
Total charge = -1
Relative energy (zero: lowest compared OMol25 entry of this formula, charge and spin) = 38.19 kJ/mol
Electronic energy = -142853.7328 eV
Largest force on an atom = 0.4 eV/Å

- Look up the largest force on an atom of the third one.
  0.4 eV/Å

- Among the records above, which one has the lowest electronic energy?
  C28H33AsBaF6N5O7P3S

- Which formula does entry 1 have?
  C28H33AsBaF6N5O7P3S